# 1
{"formula": "C32H36BCsF9N5O", "method": "ωB97M-V/def2-TZVPD", "fmax_ev_per_a": 0.806, "orbital_gap_ha": 0.17824, "multiplicity": 1, "homo_ev": -0.987, "total_charge": -2, "lumo_ha": 0.1420, "symbols": ["Cs", "C", "N", "C", "C", "N", "H", "H", "H", "H", "H", "H", "F", "B", "F", "F", "F", "F", "C", "C", "F", "C", "F", "C", "O", "C", "F", "C", "F", "C", "C", "C", "C", "C", "C", "C", "C", "N", "C", "C", "C", "C", "C", "C", "C", "C", "C", "C", "H", "H", "H", "H", "H", "H", "H", "H", "H", "H", "H", "H", "H", "H", "H", "H", "H", "H", "H", "H", "H", "H", "H", "H", "N", "C", "C", "C", "N", "C", "C", "H", "H", "H", "H", "H", "H"], "xyz": [[0.18953, 0.55258, 0.54567], [6.24630, -1.03471, 0.23677], [5.37086, -0.13268, 0.96354], [5.36243, -0.25337, 2.41696], [4.29260, 0.32322, 0.33081], [3.37966, 0.76334, -0.22511], [7.28598, -0.82140, 0.49694], [6.11428, -0.88978, -0.83288], [6.03030, -2.08023, 0.48020], [6.33181, 0.07096, 2.80374], [5.18320, -1.29012, 2.71694], [4.57134, 0.35602, 2.83941], [1.05387, -0.92782, 5.00557], [1.33486, 0.34900, 4.49431], [0.29893, 0.75636, 3.62612], [1.48995, 1.27470, 5.53436], [2.53399, 0.28429, 3.73647], [-1.73027, 7.52965, -3.19809], [-1.39892, 6.36768, -2.58024], [-1.83704, 5.14966, -3.06994], [-2.61340, 5.12839, -4.17607], [-1.49582, 3.97141, -2.44237], [-1.96734, 2.81747, -2.96483], [-0.69078, 3.90093, -1.26773], [-0.38862, 2.81615, -0.69225], [-0.27706, 5.18581, -0.81150], [0.48836, 5.25894, 0.29779], [-0.61357, 6.36491, -1.44015], [-0.17725, 7.54311, -0.94336], [-3.41795, -5.74913, -1.39211], [-2.55258, -4.53720, -1.65251], [-2.91711, -3.63301, -2.64088], [-2.10918, -2.49948, -2.84405], [-2.49812, -1.46101, -3.86790], [-0.98759, -2.30979, -2.08083], [-0.57724, -3.18486, -1.01091], [-1.42442, -4.33726, -0.86548], [0.43590, -2.75075, -0.26921], [1.17081, -3.48312, 0.73652], [1.30890, -5.01710, 0.61004], [2.22116, -5.58885, 1.70625], [1.60803, -5.27740, 3.07850], [1.48889, -3.75942, 3.25279], [2.88543, -3.13230, 3.16262], [3.49937, -3.45788, 1.79871], [3.61728, -4.97283, 1.62726], [2.60303, -2.90318, 0.69295], [0.59864, -3.19457, 2.14037], [-4.23853, -5.80422, -2.11012], [-3.85136, -5.71779, -0.38758], [-2.83830, -6.67332, -1.46517], [-3.81153, -3.78979, -3.23565], [-3.34815, -1.79509, -4.46690], [-1.66892, -1.23791, -4.54258], [-2.77487, -0.52274, -3.37971], [-0.37774, -1.42349, -2.23323], [-1.24632, -5.06000, -0.08404], [1.68394, -5.27154, -0.38796], [0.33806, -5.49384, 0.72502], [2.29487, -6.67547, 1.57533], [2.23402, -5.69884, 3.87514], [0.61981, -5.74502, 3.15658], [1.05260, -3.51458, 4.22643], [3.52180, -3.52142, 3.96788], [2.80375, -2.05076, 3.30311], [4.49526, -3.00902, 1.72802], [4.26213, -5.39861, 2.40670], [4.07270, -5.20524, 0.65720], [3.02057, -3.11648, -0.29823], [2.52180, -1.81602, 0.77327], [0.47165, -2.11576, 2.25069], [-0.40388, -3.63796, 2.20718], [-6.89950, -1.15261, -0.41748], [-5.53546, -0.85448, -0.33300], [-5.05247, 0.40267, -0.68226], [-3.68719, 0.63116, -0.62117], [-2.80080, -0.28511, -0.24420], [-3.26928, -1.48780, 0.08335], [-4.61144, -1.81981, 0.05341], [-7.50284, -0.35318, -0.30768], [-7.18696, -1.92202, 0.16617], [-5.72536, 1.18788, -1.00676], [-3.27975, 1.59871, -0.89925], [-2.52978, -2.23013, 0.35913], [-4.92618, -2.82587, 0.30567]], "lowdin_charge": [1.06, -0.06, -0.20, -0.03, -0.31, 0.13, 0.08, 0.09, 0.07, 0.08, 0.07, 0.08, 0.10, -1.26, 0.01, 0.09, 0.06, 0.06, -0.18, -0.17, 0.08, -0.15, 0.07, -0.36, -0.33, -0.15, 0.08, -0.17, 0.08, -0.08, -0.33, -0.09, -0.32, -0.06, -0.04, -0.34, -0.03, 0.04, -0.48, -0.09, -0.30, -0.13, -0.28, -0.12, -0.30, -0.13, -0.09, -0.08, 0.06, 0.06, 0.07, 0.09, 0.06, 0.07, 0.07, 0.10, 0.08, 0.13, 0.09, 0.13, 0.11, 0.11, 0.13, 0.12, 0.10, 0.09, 0.11, 0.11, 0.12, 0.09, 0.09, 0.12, 0.08, -0.33, -0.03, -0.14, 0.02, -0.13, -0.02, 0.08, 0.08, 0.10, 0.10, 0.10, 0.11]}

# 2
{"formula": "C32H36BN9O6SW", "method": "ωB97M-V/def2-TZVPD", "fmax_ev_per_a": 4.096, "orbital_gap_ha": [0.15971, 0.17521], "multiplicity": 2, "homo_ev": [-10.032, -10.042], "total_charge": 1, "lumo_ha": [-0.2090, -0.1938], "s_squared": 0.7578, "symbols": ["W", "O", "C", "C", "N", "C", "C", "O", "O", "C", "C", "O", "O", "H", "H", "H", "H", "H", "H", "H", "H", "H", "C", "C", "C", "C", "N", "N", "B", "N", "C", "C", "C", "C", "N", "N", "C", "C", "C", "C", "N", "N", "C", "C", "C", "C", "N", "H", "H", "H", "H", "H", "H", "H", "H", "H", "H", "H", "H", "H", "H", "H", "H", "H", "H", "H", "H", "C", "C", "O", "S", "C", "C", "C", "C", "C", "C", "C", "C", "H", "H", "H", "H", "H", "H", "H"], "xyz": [[-0.12623, 0.44379, 0.74317], [1.54327, -1.36941, 2.13687], [1.00807, -2.60641, 2.59237], [-0.31683, -2.27901, 3.28327], [-1.13733, -1.39061, 2.43877], [-2.11043, -0.61221, 3.23277], [-2.22623, 0.90479, 2.83777], [-3.18303, 1.51699, 3.25327], [-1.24943, 1.39269, 2.17897], [-1.89543, -2.23021, 1.50307], [-2.72903, -1.33101, 0.54997], [-3.70633, -1.78351, -0.00863], [-2.26293, -0.14951, 0.42137], [2.45017, -1.49661, 1.83627], [1.68877, -3.07291, 3.31127], [0.86347, -3.30151, 1.75347], [-0.08413, -1.78681, 4.22807], [-0.86113, -3.20271, 3.51567], [-1.84453, -0.60441, 4.29217], [-3.11853, -1.03691, 3.16067], [-2.57193, -2.91741, 2.03397], [-1.21553, -2.82141, 0.88347], [-2.65503, 2.31549, -0.84163], [-1.26673, 2.80769, -0.99133], [-0.84173, 3.93599, -1.69793], [0.51907, 3.99419, -1.51653], [0.88687, 2.96039, -0.73863], [-0.20323, 2.21499, -0.42873], [2.28077, 2.64359, -0.17183], [2.67817, 1.25409, -0.66873], [3.71777, 0.91359, -1.43993], [3.65537, -0.44051, -1.66483], [2.52347, -0.88071, -0.97693], [2.06067, -2.29701, -0.99083], [1.92797, 0.16129, -0.36043], [2.15607, 2.51859, 1.36087], [2.82277, 3.21589, 2.29157], [2.42127, 2.78139, 3.53127], [1.48727, 1.77599, 3.27727], [0.74647, 1.01809, 4.31267], [1.34307, 1.61059, 1.95337], [3.25017, 3.74969, -0.51083], [3.08897, 5.05559, -0.16323], [4.18137, 5.75339, -0.60653], [4.99487, 4.78929, -1.23713], [6.30377, 5.00459, -1.90293], [4.41407, 3.60659, -1.16173], [-3.34623, 3.04269, -1.25853], [-2.79243, 1.36199, -1.35273], [-2.88273, 2.15949, 0.21357], [-1.44993, 4.62569, -2.24193], [1.23367, 4.69479, -1.89263], [4.41757, 1.66619, -1.75343], [4.32197, -1.03611, -2.25423], [2.91977, -2.95851, -0.88663], [1.33537, -2.48601, -0.20783], [1.59137, -2.51281, -1.95103], [3.53947, 3.96709, 2.03697], [2.73327, 3.13159, 4.49277], [1.35357, 0.95909, 5.21347], [-0.18133, 1.53999, 4.54997], [0.51947, 0.02429, 3.94617], [2.22287, 5.38589, 0.37397], [4.38187, 6.79949, -0.50323], [6.60117, 6.04559, -1.80483], [7.06807, 4.36939, -1.45753], [6.23397, 4.74989, -2.95963], [-6.07343, -5.47401, -1.81473], [-5.31213, -6.30201, -2.77573], [-4.97563, -7.42971, -2.73233], [-4.88303, -5.26641, -4.30593], [-3.69733, -4.21901, -3.57103], [-2.83373, -4.68741, -2.57243], [-1.91743, -3.83211, -2.01933], [-1.86443, -2.47891, -2.41463], [-2.70783, -2.03681, -3.45033], [-3.60133, -2.89921, -4.02833], [-1.05633, -1.58191, -1.71113], [-0.49233, -0.82161, -0.91883], [-6.40253, -6.07931, -0.97333], [-6.93333, -5.02661, -2.31283], [-5.45383, -4.65361, -1.45193], [-2.88343, -5.71921, -2.25193], [-1.23403, -4.17921, -1.25983], [-2.64943, -1.00651, -3.75983], [-4.25793, -2.56471, -4.81283]], "mulliken_spin": [0.81, 0.04, 0.00, 0.00, 0.07, 0.00, 0.02, 0.00, -0.03, 0.01, 0.01, 0.00, 0.01, 0.00, 0.00, 0.00, 0.00, 0.00, 0.00, 0.00, 0.00, -0.01, 0.03, -0.02, -0.01, 0.00, -0.02, 0.07, 0.04, -0.03, 0.00, 0.00, 0.01, 0.00, -0.02, -0.01, 0.01, 0.00, 0.02, 0.00, 0.00, 0.00, 0.00, 0.00, 0.00, 0.00, 0.00, 0.00, -0.01, -0.01, 0.00, 0.00, 0.00, 0.00, 0.00, 0.00, 0.00, 0.00, 0.00, 0.00, 0.00, 0.01, 0.00, 0.00, 0.00, 0.00, 0.00, 0.00, 0.00, 0.00, 0.00, 0.00, 0.00, 0.01, 0.00, 0.01, 0.00, 0.03, -0.04, 0.00, 0.00, 0.00, 0.00, 0.00, 0.00, 0.00]}